(1)
{
  "formula": "H25O13",
  "method": "the ωB97M-V functional and the def2-TZVPD basis",
  "e_above_lowest_kj_mol": 322.6,
  "multiplicity": 1,
  "orbital_gap_ev": 8.319,
  "homo_ev": -5.8,
  "charge": -1,
  "elements": ["O", "H", "H", "O", "H", "H", "O", "H", "O", "H", "H", "O", "H", "H", "O", "H", "H", "O", "H", "H", "O", "H", "H", "O", "H", "H", "O", "H", "H", "O", "H", "H", "O", "H", "H", "O", "H", "H"],
  "positions_angstrom": [[1.3106, -3.3272, -1.8253], [1.2029, -0.2612, 1.9185], [-0.5910, -2.1044, 0.1817], [2.6037, 1.7372, -2.6222], [2.9932, 0.8487, -2.5648], [-1.6112, 2.2142, 2.4866], [-0.0359, -1.9587, 0.9744], [-0.2552, -0.9987, 0.8965], [0.8724, 3.7016, 0.9029], [1.5638, 3.0825, 0.6452], [0.9430, 4.5284, 0.4253], [0.4795, -0.5295, -4.3936], [1.1612, -3.3737, -0.8741], [1.1459, -0.9782, -3.8563], [-3.7086, -0.8062, 2.5236], [-3.2191, -1.6378, 2.7181], [-2.8430, -0.4233, 2.2998], [-1.6984, 1.7953, 3.3598], [-3.0503, -0.9820, -0.8044], [3.1945, 0.3344, 0.8009], [1.5173, 0.5561, 1.5266], [-0.1792, -1.2221, -4.5220], [-1.1987, 1.0149, 3.1001], [4.1589, 0.3152, 0.6199], [1.7944, 1.3820, -3.0234], [0.8715, 0.3399, -0.4279], [-3.4625, 0.2271, 0.2499], [-4.1256, -0.3554, 0.6464], [-2.6629, -0.1954, 0.5837], [-0.7055, 1.2763, 1.1972], [-0.7912, 2.1903, 0.9029], [4.5279, -0.2746, 1.2810], [1.2779, -0.3571, -0.9507], [-2.3093, -1.8099, -2.0190], [0.4837, 1.1843, 1.4229], [-2.5185, -1.8009, -1.0843], [2.0497, -0.7738, -0.5729], [0.8143, -2.5583, -2.1229]]
}


(2)
{
  "formula": "C28H41HoN8OS",
  "method": "the ωB97M-V functional and the def2-TZVPD basis",
  "e_above_lowest_kj_mol": 284.0,
  "multiplicity": 5,
  "s_squared": 6.0038,
  "orbital_gap_ev": [6.284, 6.303],
  "homo_ev": [-13.1, -13.1],
  "charge": 2,
  "elements": ["Ho", "C", "N", "C", "C", "N", "C", "C", "C", "C", "C", "C", "N", "C", "N", "C", "C", "N", "C", "C", "N", "C", "C", "H", "H", "H", "H", "H", "H", "H", "H", "H", "H", "H", "H", "H", "H", "H", "H", "H", "H", "H", "H", "H", "H", "H", "H", "H", "H", "H", "H", "S", "C", "C", "C", "C", "C", "C", "C", "C", "C", "N", "H", "H", "H", "H", "H", "H", "C", "N", "C", "C", "O", "H", "H", "H", "H", "H", "H", "H"],
  "positions_angstrom": [[0.2940, -0.4486, -0.0381], [-1.3560, 1.4224, -2.6622], [-2.0047, 0.1349, -2.8666], [-1.5515, -0.5605, -4.0727], [-2.4198, -0.5759, -1.7795], [-1.9832, -0.2120, -0.5705], [-2.8272, -0.3943, 0.5662], [-4.2152, -0.2714, 0.4906], [-5.0124, -0.4389, 1.6090], [-4.4354, -0.7432, 2.8325], [-3.0579, -0.8104, 2.9349], [-2.2404, -0.6024, 1.8244], [-0.8219, -0.6752, 1.9415], [-0.2288, -0.1541, 3.0254], [-0.6797, 0.9482, 3.6653], [-0.5382, 1.1206, 5.1060], [-1.5026, 1.9558, 3.0180], [0.8757, -0.7527, 3.5302], [1.1584, -2.1615, 3.2707], [2.0411, 0.0241, 3.9448], [-3.2474, -1.6176, -2.0067], [-3.2944, -2.7715, -1.1215], [-4.2354, -1.6168, -3.0774], [-1.4091, 1.9823, -3.5938], [-0.2972, 1.3161, -2.3896], [-1.8751, 1.9847, -1.8902], [-1.6395, 0.1115, -4.9240], [-2.1460, -1.4441, -4.2747], [-0.5024, -0.8581, -3.9641], [-4.6768, -0.0325, -0.4596], [-6.0852, -0.3366, 1.5152], [-5.0558, -0.9186, 3.7007], [-2.5948, -1.0324, 3.8893], [-0.1080, 0.2289, 5.5530], [-1.5272, 1.2813, 5.5406], [0.0853, 1.9831, 5.3481], [-1.4315, 1.8714, 1.9360], [-1.1439, 2.9405, 3.3225], [-2.5539, 1.8659, 3.2980], [0.2402, -2.6793, 3.0101], [1.5611, -2.6077, 4.1804], [1.8947, -2.2805, 2.4758], [2.4778, -0.4113, 4.8424], [1.7731, 1.0559, 4.1485], [2.7873, 0.0057, 3.1448], [-2.3715, -2.8412, -0.5486], [-3.3916, -3.6674, -1.7348], [-4.1341, -2.7314, -0.4265], [-4.2457, -0.6535, -3.5788], [-5.2233, -1.7942, -2.6465], [-4.0425, -2.4071, -3.8053], [4.0916, -2.3089, -0.8030], [3.2447, -3.1296, -1.9681], [2.0078, -2.5812, -2.3418], [1.6502, -1.4065, -1.7260], [2.7064, -0.9362, -0.7623], [2.7922, 1.6368, -0.4716], [3.6054, 2.7045, -0.1119], [3.0447, 3.8427, 0.4351], [1.6659, 3.8894, 0.6015], [0.9220, 2.8039, 0.2004], [1.4577, 1.6849, -0.3245], [3.6535, -4.0455, -2.3796], [1.3877, -3.0905, -3.0695], [4.6727, 2.6318, -0.2702], [3.6642, 4.6795, 0.7285], [1.1793, 4.7549, 1.0281], [-0.1604, 2.8205, 0.2739], [2.7710, 1.0500, -3.3724], [3.8473, 0.7815, -2.4494], [5.0427, 0.1589, -2.9999], [3.4954, 0.4358, -1.1030], [2.2017, -0.8500, 0.4981], [3.1725, 1.2277, -4.3671], [2.2141, 1.9394, -3.0644], [2.0507, 0.2153, -3.4335], [5.3535, 0.7111, -3.8845], [4.9037, -0.8919, -3.2777], [5.8523, 0.2133, -2.2721], [4.4278, 0.3282, -0.5464]]
}


(3)
{
  "formula": "C57H40F4InN5O4S5",
  "method": "the ωB97M-V functional and the def2-TZVPD basis",
  "e_above_lowest_kj_mol": 0.0,
  "multiplicity": 1,
  "orbital_gap_ev": 4.390,
  "homo_ev": -1.0,
  "charge": -2,
  "elements": ["In", "C", "O", "C", "C", "C", "C", "C", "C", "C", "C", "C", "C", "C", "N", "C", "C", "C", "C", "C", "C", "C", "C", "C", "C", "O", "C", "C", "C", "C", "N", "C", "C", "C", "C", "C", "C", "O", "C", "C", "C", "C", "C", "C", "C", "N", "C", "C", "N", "C", "C", "C", "C", "O", "C", "C", "C", "H", "H", "H", "H", "H", "H", "H", "H", "H", "H", "H", "H", "H", "H", "H", "H", "H", "H", "H", "H", "H", "H", "H", "H", "H", "H", "H", "H", "H", "H", "H", "H", "H", "H", "H", "H", "S", "C", "S", "C", "C", "S", "S", "S", "F", "F", "C", "F", "F", "C", "C", "C", "N", "C", "C", "H", "H", "H", "H"],
  "positions_angstrom": [[0.3625, 0.2117, -0.3505], [8.1432, 5.6370, -2.5190], [7.4568, 4.4652, -2.8604], [6.3393, 4.1145, -2.1299], [5.7658, 4.8800, -1.1265], [4.6396, 4.4112, -0.4594], [4.0762, 3.1832, -0.7737], [4.6637, 2.4266, -1.7890], [5.7742, 2.8842, -2.4616], [2.8750, 2.6063, -0.1266], [3.0660, 1.4546, 0.6440], [4.3337, 0.9953, 1.1473], [4.0716, -0.0564, 1.9609], [2.6486, -0.2689, 1.9158], [2.0784, 0.6618, 1.1182], [1.9868, -1.3001, 2.5926], [0.6489, -1.6533, 2.3912], [-0.0338, -2.7106, 3.1019], [-1.3058, -2.7239, 2.6466], [-1.4135, -1.6509, 1.6917], [-2.6117, -1.2611, 1.1036], [-3.8333, -1.9927, 1.5122], [-4.4701, -2.8856, 0.6571], [-5.6117, -3.5474, 1.0580], [-6.1394, -3.3441, 2.3312], [-7.2827, -4.0593, 2.6237], [-7.8052, -3.9729, 3.9211], [-5.5096, -2.4597, 3.1960], [-4.3676, -1.7937, 2.7792], [-2.7778, -0.1556, 0.2685], [-1.8170, 0.7349, -0.0741], [-2.4240, 1.7641, -0.7095], [-1.8287, 2.9703, -1.0854], [-2.6836, 3.9058, -1.8581], [-3.2319, 5.0631, -1.3228], [-4.0783, 5.8733, -2.0687], [-4.3848, 5.5399, -3.3797], [-5.2231, 6.2614, -4.2056], [-5.9379, 7.3313, -3.6519], [-3.8207, 4.3916, -3.9332], [-2.9912, 3.5883, -3.1805], [-0.4924, 3.3061, -0.8749], [0.1280, 4.4670, -1.4620], [1.4535, 4.3540, -1.2255], [1.6312, 3.1419, -0.4650], [0.4315, 2.5668, -0.2256], [-3.8316, 1.4998, -0.8102], [-4.0549, 0.3137, -0.1932], [-0.2168, -1.0391, 1.5529], [2.7633, -2.0848, 3.5722], [2.8610, -3.4661, 3.4621], [3.5813, -4.2268, 4.3641], [4.2159, -3.6046, 5.4302], [4.9500, -4.2545, 6.3991], [5.1928, -5.6263, 6.2146], [4.1133, -2.2202, 5.5669], [3.4049, -1.4716, 4.6480], [9.0100, 5.6756, -3.1814], [8.4886, 5.6189, -1.4775], [7.5278, 6.5326, -2.6752], [6.1826, 5.8410, -0.8562], [4.2038, 5.0183, 0.3228], [4.2146, 1.4796, -2.0450], [6.2295, 2.3094, -3.2544], [5.2924, 1.4253, 0.9185], [4.7702, -0.6613, 2.5104], [0.3948, -3.3520, 3.8504], [-2.0889, -3.4139, 2.9003], [-4.0405, -3.0777, -0.3136], [-6.1157, -4.2403, 0.4016], [-8.6582, -4.6510, 3.9363], [-8.1426, -2.9566, 4.1601], [-7.0791, -4.2963, 4.6753], [-5.8926, -2.2784, 4.1912], [-3.8787, -1.1055, 3.4546], [-3.0121, 5.3393, -0.3015], [-4.4949, 6.7577, -1.6090], [-6.5967, 7.6963, -4.4409], [-5.2764, 8.1439, -3.3327], [-6.5431, 7.0096, -2.7984], [-4.0540, 4.1418, -4.9565], [-2.5628, 2.6962, -3.6111], [-0.3922, 5.2224, -2.0245], [2.2415, 5.0098, -1.5494], [-4.5577, 2.1520, -1.2624], [-4.9904, -0.2009, -0.0668], [2.3770, -3.9671, 2.6418], [3.6423, -5.2928, 4.2077], [5.8154, -5.9337, 7.0554], [5.7215, -5.8169, 5.2764], [4.2645, -6.2055, 6.2230], [4.6015, -1.7431, 6.4056], [3.3346, -0.3990, 4.7694], [4.1919, -6.3555, 1.2783], [3.1079, -5.2569, 0.6907], [3.5333, -3.6805, 0.1153], [1.9233, -3.1521, -0.3858], [0.9002, -4.0333, -0.1849], [-0.7171, -3.8489, -0.5773], [1.4003, -5.5539, 0.6238], [1.8916, -1.6615, -1.2538], [0.9546, 1.0072, -2.2488], [-1.9999, -5.1417, -5.5566], [-1.8464, -3.8386, -5.8553], [-3.0172, -3.4795, -6.4443], [-0.9379, -3.7892, -6.8455], [-1.5204, -2.9700, -4.6782], [-0.3599, -2.2119, -4.6408], [-0.1961, -1.3280, -3.5802], [-1.0731, -1.1960, -2.6012], [-2.1337, -1.9833, -2.5987], [-2.4252, -2.8712, -3.6275], [0.3836, -2.2911, -5.4187], [0.6645, -0.6809, -3.5243], [-2.8117, -1.8691, -1.7635], [-3.3268, -3.4660, -3.6156]]
}


(4)
{
  "formula": "C28H46BrCoN3P2S",
  "method": "the ωB97M-V functional and the def2-TZVPD basis",
  "e_above_lowest_kj_mol": 0.0,
  "multiplicity": 4,
  "s_squared": 4.0636,
  "orbital_gap_ev": [5.561, 3.145],
  "homo_ev": [-12.5, -12.5],
  "charge": 2,
  "elements": ["C", "C", "C", "C", "N", "C", "C", "C", "C", "C", "C", "C", "C", "C", "Co", "P", "H", "H", "H", "H", "H", "H", "H", "H", "C", "C", "H", "H", "H", "H", "H", "C", "C", "H", "H", "H", "H", "H", "C", "C", "H", "H", "H", "H", "H", "Br", "P", "C", "C", "H", "H", "H", "H", "H", "C", "C", "H", "H", "H", "H", "H", "C", "C", "H", "H", "H", "H", "H", "C", "N", "C", "S", "N", "C", "H", "H", "H", "H", "H", "H", "H", "H"],
  "positions_angstrom": [[-0.7527, 7.2667, -4.0931], [-0.9509, 5.8965, -4.3520], [-1.2400, 5.5112, -5.6734], [-1.3540, 6.4964, -6.6596], [-1.1800, 7.7865, -6.3845], [-0.8862, 8.1789, -5.1471], [-0.8781, 4.9023, -3.3158], [-0.8496, 4.0173, -2.4733], [-0.6309, 3.0836, -1.4181], [0.4959, 3.2760, -0.6009], [0.7956, 2.3763, 0.4254], [-0.0525, 1.2945, 0.6332], [-1.2006, 1.0929, -0.1225], [-1.4871, 1.9892, -1.1659], [0.2867, -0.0022, 2.1861], [1.8958, -1.0850, 1.1547], [-1.3877, 4.4658, -5.9348], [-0.5104, 7.6310, -3.0971], [-1.5944, 6.2226, -7.6900], [-0.7537, 9.2514, -4.9778], [-2.3730, 1.8512, -1.7882], [1.1335, 4.1461, -0.7775], [-1.8579, 0.2525, 0.1178], [1.6770, 2.5411, 1.0462], [2.2097, -2.7360, 1.8755], [3.1714, -3.6827, 1.1509], [1.2135, -3.1945, 1.9605], [2.5602, -2.5555, 2.9021], [3.4148, -4.5470, 1.7850], [2.7387, -4.0921, 0.2307], [4.1280, -3.2121, 0.8998], [1.6480, -1.2968, -0.6567], [2.6867, -0.6542, -1.5747], [0.6619, -0.8553, -0.8633], [1.5484, -2.3699, -0.8783], [2.4297, -0.8303, -2.6284], [2.7224, 0.4332, -1.4365], [3.6951, -1.0570, -1.4179], [3.3460, -0.0051, 1.4390], [4.7141, -0.6826, 1.3974], [3.1859, 0.4598, 2.4244], [3.3021, 0.8176, 0.7136], [5.5094, 0.0613, 1.5337], [4.8298, -1.4156, 2.2030], [4.9199, -1.1785, 0.4417], [-1.4820, -1.3723, 2.7342], [-2.7792, -3.6019, -2.1148], [-0.9391, -3.6727, -2.0045], [-0.4267, -5.1009, -2.1705], [-0.6576, -3.2538, -1.0278], [-0.5472, -3.0212, -2.7986], [0.6384, -5.0962, -2.4276], [-0.5453, -5.6793, -1.2477], [-0.9611, -5.6306, -2.9682], [-3.1872, -3.3306, -0.3346], [-4.6014, -3.8374, -0.0554], [-3.0754, -2.2619, -0.1010], [-2.4472, -3.8846, 0.2595], [-4.7390, -4.0178, 1.0147], [-5.3595, -3.1153, -0.3765], [-4.7895, -4.7789, -0.5833], [-2.9990, -1.8889, -2.7759], [-3.2402, -1.9104, -4.2846], [-2.0994, -1.3121, -2.5178], [-3.8613, -1.4594, -2.2469], [-3.7006, -0.9719, -4.6102], [-2.3043, -2.0296, -4.8406], [-3.9101, -2.7287, -4.5729], [-0.8648, 1.1792, 7.1623], [-0.5766, 0.9885, 5.7384], [0.6490, 0.9934, 5.1903], [0.8624, 1.5492, 3.5523], [1.7377, 0.5930, 5.8796], [1.7005, -0.5014, 6.8532], [0.0510, 1.2099, 7.7482], [-1.4895, 0.3554, 7.5136], [-1.4145, 2.1128, 7.3074], [-1.3042, 1.2661, 5.0791], [2.5872, 0.6757, 5.3182], [2.2924, -1.3489, 6.4980], [2.1308, -0.1398, 7.7907], [0.6717, -0.8262, 7.0268]]
}